# 1
C15H23 | ωB97M-V with the def2-TZVPD basis set

Geometry as XYZ:
```
38
Properties=species:S:1:pos:R:3:forces:R:3
C -2.94296 1.34643 -1.30930 0.5 0.3 -0.4
C -2.33236 0.77407 -0.02292 -1.4 4.8 1.5
C -3.48582 0.85113 1.01022 -0.1 -0.3 0.7
C -1.08662 1.34117 0.38285 -1.8 -0.3 -2.8
C -0.49291 0.89182 1.61806 -0.3 -1.0 1.1
C 0.04762 -0.57926 1.42677 -1.5 0.2 -2.2
C 1.45352 -0.53433 0.80519 0.1 -0.5 -0.9
C 1.27128 -0.57664 -0.72615 0.9 -1.0 -0.4
C -0.03475 -1.27318 -0.90037 -1.5 -0.5 0.0
C -0.93433 -1.12414 0.24671 3.2 -4.5 0.8
C 2.44582 -1.29640 -1.51878 -1.5 0.3 0.3
C 3.70200 -0.40975 -1.56468 -0.3 -0.9 0.3
C 3.36568 0.93554 -1.98441 -0.3 1.3 -0.4
C 2.97344 2.03355 -2.30563 0.6 -0.4 0.0
C 0.12426 -1.49517 2.63059 -0.4 0.3 0.8
H -2.40467 1.08315 -2.21545 0.2 -0.1 -0.2
H -3.99943 1.10049 -1.44674 0.3 -0.3 0.0
H -2.91106 2.45406 -1.23431 0.0 -0.6 0.0
H -3.49739 0.09179 1.80828 0.2 0.1 -0.3
H -3.43742 1.83847 1.51181 0.0 -0.5 -0.2
H -4.47064 0.81920 0.51919 0.4 -0.2 0.2
H -1.81929 -0.53218 -0.18573 -0.3 0.3 0.3
H -0.49076 1.36869 -0.55124 0.4 0.8 0.9
H 0.27035 1.56582 1.91117 1.0 0.5 0.7
H -1.24842 0.82044 2.40513 0.0 0.3 0.1
H 1.99091 0.37135 1.06836 0.2 0.1 0.3
H 2.05067 -1.41496 1.11330 -0.3 0.4 0.0
H 1.28436 0.47340 -1.04518 -0.3 -0.3 -0.4
H -0.42944 -1.71275 -1.84857 0.7 0.5 0.7
H -1.53619 -2.00283 0.61097 0.7 0.3 -0.5
H 2.63999 -2.29632 -1.06182 0.0 0.8 -0.3
H 2.07006 -1.45359 -2.55369 0.3 0.0 0.6
H 4.15983 -0.41582 -0.57576 0.1 0.2 0.1
H 4.40536 -0.88390 -2.23804 0.3 0.1 -0.2
H 2.73313 3.02620 -2.64544 0.0 -0.5 0.2
H 0.70253 -0.97244 3.40562 -0.2 -0.1 0.1
H -0.83633 -1.82075 3.06118 0.2 0.3 -0.2
H 0.69998 -2.39242 2.39881 -0.2 0.0 -0.2
```
Forces are in eV/Å.

<S²>: 0.92
HOMO-LUMO gap (alpha / beta): 7.462 / 7.492 eV
HOMO level (alpha / beta): -6.6949 / -7.3508 eV
ΔE to the lowest compared entry with this formula, charge and spin: 85.80 kcal/mol
Calculated total energy: -15920.808 eV
Spin multiplicity: 2
LUMO level (alpha / beta): 0.767 / 0.141 eV

***

# 2
C28H42FeO3P | ωB97M-V with the def2-TZVPD basis set

Geometry as XYZ:
```
75
Properties=species:S:1:pos:R:3:forces:R:3
C 1.94276 -3.39348 -1.44496 0.0 -0.2 0.0
C 0.89759 -2.59202 -2.22913 0.2 0.1 0.0
C -0.06575 -1.80555 -1.33353 -0.1 0.0 -0.1
C 0.71077 -0.96625 -0.30449 0.1 0.2 0.0
P -0.45782 0.06041 0.70531 -0.7 -1.0 -1.9
C -1.69135 0.74581 -0.50356 0.0 -0.2 0.1
C -2.72916 1.62151 0.21482 -0.1 0.2 0.0
C -3.83211 2.03444 -0.77106 0.0 -0.2 -0.1
C -3.31998 2.62746 -2.09229 0.0 0.0 0.1
C -2.21458 1.78040 -2.73196 0.0 -0.1 0.2
C -1.11208 1.49442 -1.70704 0.0 0.3 -0.1
C -1.63163 -1.12100 1.61624 0.2 0.2 0.4
C -1.18018 -2.56959 1.86904 0.1 -0.1 0.2
C -2.37880 -3.46031 2.24845 -0.3 0.3 -0.2
C -3.27610 -2.87796 3.35285 0.3 0.0 0.1
C -3.51892 -1.36546 3.24087 0.0 -0.1 -0.2
C -2.23399 -0.57817 2.92404 -0.1 -0.1 0.1
C 1.67138 -1.84300 0.52843 0.2 -0.1 0.3
C 2.66535 -2.56829 -0.37969 -0.2 0.2 -0.1
H 1.45170 -4.24449 -0.95401 0.0 0.1 0.0
H 2.67769 -3.81576 -2.13853 -0.1 0.0 0.0
H 1.41574 -1.87373 -2.88238 -0.1 -0.2 0.1
H 0.31567 -3.26273 -2.87481 0.1 0.1 0.1
H -0.67995 -1.16118 -1.97819 0.1 -0.2 0.2
H -0.77087 -2.48441 -0.82632 0.2 0.1 -0.2
H 1.34584 -0.24007 -0.85627 -0.3 -0.2 0.3
H -2.24182 -0.13218 -0.89292 0.2 0.1 0.2
H -3.19282 1.07479 1.05119 0.0 0.1 -0.3
H -2.24731 2.50746 0.65820 -0.1 -0.2 -0.2
H -4.41862 1.13527 -0.99935 0.1 0.0 0.0
H -4.51727 2.73451 -0.28147 0.1 0.0 0.0
H -4.15914 2.73625 -2.78800 0.0 0.0 0.1
H -2.93209 3.63941 -1.90963 0.0 -0.1 0.0
H -2.62116 0.82956 -3.10211 0.0 0.1 0.1
H -1.78431 2.29897 -3.59738 -0.1 0.0 0.1
H -0.74118 2.46175 -1.35104 0.0 -0.3 -0.2
H -0.26635 0.97190 -2.18628 -0.3 0.1 0.2
H -2.45684 -1.18669 0.88308 0.0 0.1 -0.1
H -0.70535 -3.01005 0.98244 -0.2 0.1 0.4
H -0.44058 -2.57727 2.68726 -0.1 0.0 -0.2
H -2.99046 -3.62769 1.34758 0.2 0.1 0.2
H -2.00093 -4.44120 2.56651 0.0 0.1 -0.1
H -4.23798 -3.40369 3.34086 0.0 0.0 0.0
H -2.82524 -3.09698 4.32945 0.0 0.1 -0.1
H -4.24991 -1.18720 2.43748 0.2 0.1 0.1
H -3.96895 -0.99436 4.16944 0.1 0.0 -0.1
H -1.50712 -0.70872 3.74056 -0.1 0.1 -0.2
H -2.45871 0.49509 2.86626 0.0 -0.2 0.0
H 2.23203 -1.22826 1.23908 -0.2 -0.2 -0.4
H 1.10978 -2.56825 1.13209 0.2 0.1 -0.3
H 3.30937 -3.21016 0.23673 -0.1 0.1 -0.2
H 3.32302 -1.82303 -0.85349 -0.1 -0.1 0.0
O 6.03987 2.60849 -3.96130 -0.9 0.5 1.1
C 5.28971 2.62028 -3.06993 1.7 -0.3 -2.1
Fe 4.22039 2.08326 -1.76100 -0.8 1.8 0.2
C 5.24310 0.69313 -1.43282 1.2 -2.6 0.1
O 5.80468 -0.32595 -1.39380 -0.5 1.3 0.1
C 3.10506 1.15563 -2.76227 -0.5 -2.6 -2.1
O 2.63524 0.32717 -3.44198 0.2 1.6 1.1
C 2.91595 3.03641 -0.39554 -0.4 0.6 0.2
C 1.43947 2.72173 -0.52940 0.4 0.2 -0.5
C 0.60285 2.80121 0.76750 -0.5 -0.2 -0.3
C 0.45782 1.42015 1.47737 1.2 1.1 0.7
C 1.85160 0.90340 1.78213 -1.5 -0.6 1.6
C 3.09842 1.19860 1.29829 1.9 0.9 -0.4
C 3.65466 2.26020 0.50752 -0.7 -0.5 1.6
H 3.22867 4.05768 -0.67440 0.0 -0.4 0.3
H 1.02512 3.39486 -1.29770 0.1 -0.2 0.3
H 1.34908 1.70632 -0.95311 0.0 0.4 0.2
H 1.10174 3.46486 1.49141 -0.1 -0.3 -0.2
H -0.37957 3.24251 0.54062 0.3 -0.1 0.2
H -0.11474 1.59219 2.40574 0.3 0.0 0.0
H 1.83396 0.15728 2.59039 0.1 0.2 -0.4
H 3.89064 0.53356 1.67643 -0.4 0.3 0.2
H 4.69500 2.51678 0.73749 -0.3 -0.2 -0.3
```
Forces are in eV/Å.

<S²>: 6.07
HOMO-LUMO gap (alpha / beta): 2.361 / 7.481 eV
HOMO level (alpha / beta): 0.3229 / -5.1563 eV
Calculated total energy: -79532.094 eV
Spin multiplicity: 5
Charge: -1
LUMO level (alpha / beta): 2.683 / 2.325 eV

***

# 3
C29H31F6FeN6O7S2 | ωB97M-V with the def2-TZVPD basis set

Geometry as XYZ:
```
82
Properties=species:S:1:pos:R:3:forces:R:3
Fe -0.03635 -0.59327 -0.84426 0.3 1.1 -0.5
F -0.94153 -5.03133 2.35213 0.1 0.1 0.2
C -0.05060 -4.06068 2.09130 -1.1 -0.7 -0.7
F 0.78641 -4.52334 1.16999 0.2 0.1 0.2
F 0.61246 -3.77369 3.19323 0.1 0.1 0.0
S -0.94819 -2.52417 1.50459 1.1 2.2 0.1
O 0.15966 -1.94616 0.73348 0.2 -0.2 0.4
O -1.29614 -1.89197 2.73639 -0.3 -0.4 0.1
N -2.19886 -2.59119 0.56549 -0.2 -1.4 0.0
S -1.85585 -3.13603 -0.89375 0.3 -0.2 -0.5
O -1.15332 -4.39128 -0.89380 -0.2 -0.1 0.1
O -1.31313 -2.12636 -1.77887 -0.2 0.0 0.4
C -3.55772 -3.52288 -1.56329 -0.1 0.2 0.2
F -3.65580 -3.06417 -2.80430 0.0 0.0 0.0
F -4.52518 -3.00386 -0.82157 0.0 0.0 0.0
F -3.71595 -4.84794 -1.59104 0.0 0.0 0.0
C -1.24906 1.73165 -4.24300 0.0 0.0 0.0
C -0.23587 1.46503 -5.14641 0.0 0.0 0.0
C 0.76302 0.58194 -4.78075 0.0 0.0 0.0
C 0.72577 0.00677 -3.51741 0.1 0.1 0.0
N -0.21728 0.32411 -2.61973 -0.2 -0.4 -0.1
C -1.19863 1.14365 -2.99116 0.1 0.1 0.1
C 1.65037 -1.06221 -3.08800 0.1 0.0 0.0
C 2.61715 -1.61521 -3.91785 0.0 0.0 0.0
C 3.31033 -2.73322 -3.49187 0.0 0.0 0.0
C 2.99695 -3.28047 -2.25992 0.0 0.0 0.0
C 2.04211 -2.65510 -1.47887 0.1 0.1 0.1
N 1.41365 -1.54282 -1.85960 -0.4 -0.3 -0.2
H -2.07165 2.38791 -4.49007 0.0 0.0 0.0
H -0.22763 1.92695 -6.12525 0.0 0.0 0.0
H 1.55373 0.33303 -5.47264 0.0 0.0 0.0
H -1.96449 1.32368 -2.25530 0.0 0.0 0.0
H 2.80889 -1.19161 -4.89234 0.0 0.0 0.0
H 4.06509 -3.18337 -4.12359 0.0 0.0 0.0
H 3.47642 -4.17900 -1.89822 0.0 0.0 0.0
H 1.76241 -3.04274 -0.51090 0.0 0.0 0.0
C -2.66376 3.66959 0.13590 0.0 0.0 0.0
C -2.17307 3.39126 1.55363 0.0 0.0 0.0
C -2.38441 1.94033 2.07002 0.0 0.1 0.0
C -2.18450 1.93941 3.59530 0.0 0.0 0.0
C -2.68454 0.69048 4.31063 0.1 0.0 0.0
C -3.79715 1.53359 1.74030 0.0 0.1 0.0
O -4.77824 1.97321 2.31378 0.0 0.0 0.0
N -3.90250 0.66113 0.70415 0.0 -0.1 0.1
C -2.87375 0.28106 -0.18335 0.0 0.0 -0.2
O -3.25256 -0.18952 -1.25219 0.0 -0.1 0.1
N -1.57746 0.45232 0.16926 -0.1 -0.2 0.2
C -1.31029 1.06377 1.38359 -0.1 -0.1 0.0
O -0.21718 1.01835 1.90422 0.0 -0.1 0.0
H -2.31579 4.64783 -0.19986 0.0 0.0 0.0
H -3.75477 3.66670 0.09037 0.0 0.0 0.0
H -2.29347 2.92751 -0.57296 0.1 0.0 0.0
H -2.70019 4.05302 2.24404 0.0 0.0 0.0
H -1.10488 3.60563 1.63677 0.0 0.0 0.0
H -2.68894 2.82077 3.99655 0.0 0.0 0.0
H -1.11406 2.05599 3.76316 0.0 0.1 0.0
H -3.76934 0.60413 4.24054 0.0 0.0 0.0
H -2.42048 0.73720 5.36924 0.0 0.0 0.0
H -2.23338 -0.20916 3.89467 0.0 0.0 0.0
H -4.82668 0.37519 0.41743 0.0 0.1 -0.1
C 4.72682 0.04377 2.48271 0.0 0.1 0.0
N 3.46978 -0.54782 2.11683 0.0 -0.5 0.1
C 2.39624 -0.24632 3.03856 0.0 0.2 0.0
C 3.08474 -0.57708 0.71137 0.0 0.2 -0.1
C 2.61183 0.73156 0.09238 0.0 0.1 0.0
C 3.51979 1.79566 0.07889 0.0 0.0 0.0
C 3.15207 3.06800 -0.32709 0.0 0.0 0.0
C 1.83862 3.27262 -0.72522 0.0 0.0 0.0
C 0.96279 2.19804 -0.77458 0.0 0.0 0.0
C 1.30010 0.88233 -0.40989 0.0 -0.2 0.2
H 5.03189 -0.33687 3.46324 0.0 0.0 0.0
H 4.71048 1.14484 2.55393 0.0 0.0 0.0
H 5.49530 -0.23519 1.75716 0.0 0.0 0.0
H 2.72615 -0.47658 4.05610 0.0 0.0 0.0
H 1.51980 -0.85040 2.80671 0.0 0.0 0.0
H 2.07315 0.80375 3.00337 0.0 0.0 0.0
H 2.27056 -1.28982 0.64349 0.0 0.0 0.0
H 3.94202 -0.97519 0.15211 0.0 0.0 0.0
H 4.54250 1.62252 0.39630 0.0 0.0 0.0
H 3.86941 3.88082 -0.32037 0.0 0.0 0.0
H 1.49901 4.26265 -1.01456 0.0 0.0 0.0
H -0.05282 2.40826 -1.09949 0.0 0.0 0.0
```
Forces are in eV/Å.

HOMO-LUMO gap: 6.766 eV
HOMO level: -4.8114 eV
ΔE to the lowest compared entry with this formula, charge and spin: 11.10 kcal/mol
Calculated total energy: -126215.400 eV
Charge: -1
LUMO level: 1.954 eV